DFT (the ωB97M-V functional and the def2-TZVPD basis) results for a structure of composition C34H24F3INO11PS.

The geometry in ORCA input format:
```
! RIJCOSX wB97M-V def2-TZVPD def2/J DEFGRID3
* xyz 0 1
C 0.7605 -4.0620 -3.6794
P 0.4921 -5.9023 -3.5824
C 2.1918 -6.5470 -3.2321
C 0.0260 -6.5578 -5.2809
I 0.7766 -5.0922 -6.8058
O 0.6438 -7.7710 -5.6997
S -0.1168 -8.1501 -7.1253
O 0.6345 -8.0591 -8.3178
O -0.5056 -9.4982 -6.9399
O -1.3917 -7.1210 -7.0246
C -1.4870 -6.8039 -5.5811
C -2.3583 -5.5068 -5.5286
O -3.5504 -5.6283 -4.7622
C -3.4170 -5.5640 -3.4284
F -4.5574 -5.0765 -2.9546
F -3.2420 -6.7318 -2.8494
F -2.4523 -4.7570 -3.0120
O -2.0472 -7.9732 -5.0519
N -3.1682 -8.4172 -5.8371
O -3.8013 -9.1676 -5.2352
H 0.0154 -3.5617 -4.2885
H 1.7746 -3.9296 -4.0689
H 0.7854 -3.6555 -2.6657
H 2.4606 -6.1777 -2.2418
H 2.2005 -7.6337 -3.2663
H 2.9211 -6.1377 -3.9401
H -1.7649 -4.6235 -5.3032
H -2.6873 -5.3724 -6.5583
C 6.3124 -1.3863 0.2986
C 5.4936 -2.2433 -0.4300
C 4.1869 -1.8833 -0.7105
C 3.6875 -0.6697 -0.2546
C 4.5025 0.1794 0.4963
C 5.8183 -0.1788 0.7610
C 3.9718 1.4622 1.0347
O 4.6815 2.2018 1.6837
C 2.5510 1.8115 0.7659
C 2.0205 2.9760 1.3062
C 0.7034 3.3195 1.0532
C -0.0885 2.5041 0.2506
C 0.4328 1.3395 -0.2864
C 1.7498 0.9837 -0.0241
C 2.2863 -0.2870 -0.5785
O 1.5947 -1.0012 -1.2768
H 7.3366 -1.6655 0.5095
H 5.8785 -3.1924 -0.7803
H 3.5525 -2.5477 -1.2815
H 6.4539 0.4846 1.3318
H 2.6356 3.6126 1.9276
H 0.2912 4.2257 1.4802
H -1.1160 2.7777 0.0483
H -0.1852 0.7043 -0.9062
C 0.9108 5.9713 7.1877
C 0.0042 6.0572 8.2397
C -1.3331 6.3091 7.9857
C -1.7695 6.4880 6.6793
C -0.8554 6.4250 5.6254
C 0.4827 6.1553 5.8844
C -1.2949 6.6612 4.2239
O -0.5010 6.6021 3.3066
C -2.7260 6.9795 3.9712
C -3.1449 7.2588 2.6763
C -4.4761 7.5436 2.4261
C -5.3984 7.5421 3.4679
C -4.9857 7.2698 4.7610
C -3.6485 6.9970 5.0193
C -3.2128 6.7403 6.4190
O -4.0156 6.7419 7.3286
H 1.9543 5.7655 7.3879
H 0.3433 5.9250 9.2589
H -2.0381 6.3705 8.8036
H 1.1892 6.0936 5.0677
H -2.4298 7.2574 1.8647
H -4.7994 7.7658 1.4173
H -6.4401 7.7582 3.2692
H -5.7023 7.2734 5.5710
*
```

Calculated values
M	869.5	g/mol
HOMO energy	-0.3258	Ha
gap between HOMO and LUMO	7.7	eV

=====

DFT (the ωB97M-V functional and the def2-TZVPD basis) results for a structure of composition C34H24F5FeIN2O4P.

The geometry in ORCA input format:
```
! RIJCOSX wB97M-V def2-TZVPD def2/J DEFGRID3
* xyz 0 6
Fe -0.3100 0.4722 -0.3693
C 1.5533 -3.4741 1.0160
C 2.0271 -2.8796 -0.2732
N 2.7316 -3.6168 -1.1006
C 3.1833 -3.0853 -2.2524
C 2.9826 -1.7792 -2.6142
C 3.5930 -1.2622 -3.8908
O 4.8915 -0.7057 -3.6983
C 2.2120 -0.9657 -1.7476
C 2.0657 0.4362 -2.0329
N 1.2376 1.2698 -1.4949
C 1.3554 2.6410 -1.8575
C 1.3953 3.0305 -3.1921
C 1.5127 4.3710 -3.5236
C 1.5821 5.3321 -2.5270
C 1.5318 4.9536 -1.1931
C 1.4155 3.6134 -0.8661
I 1.3592 3.0149 1.1322
C 1.6916 -1.5245 -0.5676
O 0.9664 -0.8500 0.2776
H 1.9483 -4.4827 1.1117
H 0.4636 -3.5029 1.0431
H 1.8731 -2.8646 1.8636
H 3.7443 -3.7478 -2.9016
H 2.9300 -0.5421 -4.3818
H 3.7313 -2.0891 -4.5844
H 4.8759 -0.1077 -2.9442
H 2.7689 0.8538 -2.7549
H 1.2921 2.2783 -3.9630
H 1.5337 4.6634 -4.5648
H 1.6655 6.3800 -2.7817
H 1.5840 5.6976 -0.4102
O -4.2682 0.9605 -0.4207
C -3.1509 0.7573 -0.0253
O -2.0544 1.2722 -0.5561
C -2.9100 -0.1884 1.1845
P -1.3451 0.3762 1.9418
C -0.7335 -0.7959 3.1686
C 0.2550 -0.3795 4.0613
C 0.8482 -1.2914 4.9188
C 0.4649 -2.6265 4.8902
C -0.5138 -3.0460 4.0024
C -1.1089 -2.1353 3.1402
C -1.9112 1.8364 2.8712
C -2.0956 3.0459 2.2009
C -2.6122 4.1440 2.8724
C -2.9428 4.0468 4.2161
C -2.7711 2.8442 4.8865
C -2.2633 1.7406 4.2175
H -2.8150 -1.2027 0.7932
H -3.7649 -0.1328 1.8547
H 0.5547 0.6620 4.0928
H 1.6131 -0.9605 5.6095
H 0.9310 -3.3378 5.5594
H -0.8139 -4.0855 3.9746
H -1.8644 -2.4743 2.4422
H -1.8586 3.1192 1.1481
H -2.7581 5.0757 2.3416
H -3.3418 4.9063 4.7395
H -3.0398 2.7612 5.9317
H -2.1398 0.8034 4.7452
F -1.3592 -2.6103 -0.3261
C -1.3757 -2.1648 -1.6107
C -0.9448 -0.8910 -1.8990
C -1.0210 -0.5244 -3.2238
F -0.6415 0.7176 -3.6141
C -1.4665 -1.3721 -4.2208
F -1.5087 -0.9813 -5.4992
C -1.8772 -2.6502 -3.8838
F -2.3150 -3.4838 -4.8285
C -1.8373 -3.0546 -2.5636
F -2.2416 -4.2837 -2.2312
*
```

Calculated values
M	833.3	g/mol
HOMO energy (alpha / beta)	-0.3100 / -0.3151	Ha
energy relative to the best compared isomer or geometry (same formula, charge and spin)	0.0	kcal per mole
gap between HOMO and LUMO (alpha / beta)	7.5 / 7.2	eV

=====

DFT (the ωB97M-V functional and the def2-TZVPD basis) results for a structure of composition C34H24I2N5O7V.

The geometry in ORCA input format:
```
! RIJCOSX wB97M-V def2-TZVPD def2/J DEFGRID3
* xyz 0 3
V -0.2406 -1.1042 0.0641
N -2.3516 -1.1454 0.1934
C -3.1366 -0.8951 -0.9891
C -4.2406 -0.0610 -0.8765
C -5.0032 0.2546 -1.9879
C -4.6503 -0.2728 -3.2197
C -3.5466 -1.1018 -3.3241
C -2.7607 -1.4402 -2.2188
C -1.5594 -2.3005 -2.4285
C -1.6483 -3.3042 -3.3952
C -0.5334 -4.0281 -3.7860
C 0.6967 -3.7382 -3.2200
C 0.7761 -2.7763 -2.2207
C -0.3369 -2.0582 -1.7699
H -2.5810 -0.4493 0.9092
H -2.5341 -2.0693 0.5831
H -4.4933 0.3462 0.0956
H -5.8573 0.9113 -1.8911
H -5.2224 -0.0267 -4.1045
H -3.2567 -1.4707 -4.2990
H -2.6079 -3.5282 -3.8451
H -0.6276 -4.8065 -4.5322
H 1.5854 -4.2714 -3.5347
H 1.7494 -2.6041 -1.7735
I -0.6976 -5.5043 2.5291
C 1.0108 -4.4699 1.9709
C 2.2837 -5.0189 2.2364
C 3.4301 -4.3543 1.9044
I 5.2672 -5.2348 2.3536
C 3.3627 -3.0850 1.2683
C 4.4660 -2.2789 0.9149
C 4.2618 -1.0578 0.3336
C 2.9494 -0.6375 0.0673
N 1.8998 -1.3697 0.3588
C 2.0857 -2.5688 0.9796
C 0.8876 -3.2513 1.3497
O -0.2661 -2.6554 1.1052
H 2.3389 -5.9833 2.7219
H 5.4682 -2.6303 1.1205
H 5.0895 -0.4134 0.0758
H 2.7634 0.3242 -0.3981
O -1.9649 1.0687 2.0184
C -0.7429 1.1364 2.0087
O 0.0527 0.5828 1.1523
C -0.0420 2.0357 2.9964
C -0.7936 2.7944 3.8832
C -0.1340 3.6019 4.7904
C 1.2439 3.6871 4.8570
C 1.9550 2.9138 3.9602
C 1.3438 2.0931 3.0320
N 3.4297 2.9660 3.9938
O 3.9447 3.7174 4.7923
O 4.0305 2.2704 3.2000
N -0.9309 4.4116 5.7354
O -2.1373 4.3255 5.6614
O -0.3246 5.1351 6.4963
H -1.8723 2.7463 3.8630
H 1.7367 4.3245 5.5741
H 1.9341 1.5011 2.3504
N 0.1651 0.9751 -1.6477
C -0.1610 2.1458 -2.3795
C -1.1376 3.0045 -1.8819
C -1.4858 4.1422 -2.5901
C -0.8828 4.4274 -3.8083
C 0.0758 3.5610 -4.3103
C 0.4399 2.4259 -3.6005
H 0.9721 0.4967 -2.0303
H 0.3558 1.2324 -0.6825
H -1.6274 2.7667 -0.9443
H -2.2426 4.8054 -2.1914
H -1.1620 5.3136 -4.3618
H 0.5503 3.7686 -5.2607
H 1.1915 1.7522 -3.9965
*
```

Calculated values
M	919.3	g/mol
HOMO energy (alpha / beta)	-0.3047 / -0.3073	Ha
energy relative to the best compared isomer or geometry (same formula, charge and spin)	9.5	kcal per mole
gap between HOMO and LUMO (alpha / beta)	7.3 / 7.3	eV

=====

DFT (the ωB97M-V functional and the def2-TZVPD basis) results for a structure of composition C34H24N4O3RuSe.

The geometry in ORCA input format:
```
! RIJCOSX wB97M-V def2-TZVPD def2/J DEFGRID3
* xyz -1 2
Ru -0.1932 0.6580 0.5580
O -0.4293 0.8489 -3.8878
C 0.7648 1.4034 -4.1584
C 1.1442 1.4955 -5.5000
C 2.3536 2.0609 -5.8499
C 3.2148 2.5472 -4.8692
C 2.8466 2.4510 -3.5405
C 1.6322 1.8811 -3.1592
C 1.2819 1.7571 -1.7193
O 0.0698 1.3515 -1.4358
N 2.2009 2.0235 -0.8346
N 1.6651 1.8810 0.4342
C 2.2855 2.4402 1.3948
C 1.6534 2.6598 2.6796
C 2.4294 3.1729 3.7272
C 1.8821 3.5637 4.9272
C 0.4927 3.4738 5.0821
C -0.2961 2.9985 4.0624
C 0.2447 2.5557 2.8322
O -0.5934 2.1077 1.9333
H -0.5454 0.9153 -2.9060
H 0.4596 1.1133 -6.2470
H 2.6286 2.1261 -6.8962
H 4.1610 2.9960 -5.1428
H 3.4953 2.8127 -2.7541
H 3.2631 2.8873 1.2005
H 3.4995 3.2631 3.5640
H 2.5072 3.9424 5.7252
H 0.0320 3.7813 6.0141
H -1.3711 2.9233 4.1736
C -4.4772 0.6579 0.7672
C -4.8234 -0.4850 0.0399
C -3.8250 -1.2868 -0.4728
C -2.4877 -0.9489 -0.2492
C -2.1192 0.1824 0.4876
C -3.1516 0.9902 0.9851
C -1.3457 -1.7047 -0.7522
C -1.4628 -2.9475 -1.4291
C -0.3526 -3.6168 -1.8100
C 0.9249 -3.0622 -1.5476
C 2.1178 -3.7046 -1.9460
C 3.3310 -3.1263 -1.7094
C 3.3886 -1.8780 -1.0571
C 2.2498 -1.2435 -0.6483
C 0.9839 -1.8185 -0.8830
N -0.1633 -1.1676 -0.4819
H -5.2621 1.2913 1.1676
H -5.8641 -0.7360 -0.1220
H -4.0842 -2.1708 -1.0453
H -2.9005 1.8738 1.5576
H -2.4487 -3.3524 -1.6064
H -0.4213 -4.5766 -2.3096
H 2.0487 -4.6620 -2.4507
H 4.2429 -3.6199 -2.0212
H 4.3475 -1.4087 -0.8758
H 2.3086 -0.2947 -0.1426
Se 0.3896 -0.7972 2.5022
C -1.1992 -1.8600 2.6185
C -1.2397 -3.1525 2.1053
C -2.4228 -3.8743 2.1708
N -3.5500 -3.4108 2.7068
C -3.4999 -2.1722 3.2045
C -2.3682 -1.3732 3.1929
H -0.3572 -3.5896 1.6537
H -2.4660 -4.8812 1.7633
H -4.4232 -1.7970 3.6350
H -2.3971 -0.3684 3.5946
*
```

Calculated values
M	716.6	g/mol
HOMO energy (alpha / beta)	-0.1603 / -0.1687	Ha
energy relative to the best compared isomer or geometry (same formula, charge and spin)	0.0	kcal per mole
gap between HOMO and LUMO (alpha / beta)	6.7 / 6.9	eV

=====

DFT (the ωB97M-V functional and the def2-TZVPD basis) results for a structure of composition C34H25AgAsN3O7P2.

The geometry in ORCA input format:
```
! RIJCOSX wB97M-V def2-TZVPD def2/J DEFGRID3
* xyz -2 1
Ag 0.4724 0.5559 -1.0926
N 8.0344 -6.3344 1.8565
C 7.2297 -5.5866 1.5135
C 6.2289 -4.6549 1.0873
C 5.8264 -4.6340 -0.2487
C 4.8571 -3.7360 -0.6562
C 4.2904 -2.8407 0.2493
C 4.7043 -2.8675 1.5804
C 5.6616 -3.7713 2.0051
C 3.2600 -1.8590 -0.1919
C 3.6107 -0.5188 -0.0257
C 4.9322 -0.0171 0.2140
C 4.8339 1.3506 0.2040
C 3.4538 1.6408 -0.0103
N 2.7351 0.5469 -0.1400
C 2.0889 -2.4092 -0.7303
C 1.7088 -3.7860 -0.6764
C 0.5113 -3.8893 -1.3434
C 0.2083 -2.5770 -1.7910
N 1.1232 -1.6958 -1.4241
H 6.2753 -5.3202 -0.9544
H 4.5249 -3.7123 -1.6855
H 4.2609 -2.1649 2.2732
H 5.9742 -3.7967 3.0404
H 5.8279 -0.6093 0.3311
H 5.6320 2.0679 0.3259
H 2.9788 2.6111 -0.0723
H 2.2509 -4.5769 -0.1799
H -0.0988 -4.7699 -1.4816
H -0.6550 -2.2682 -2.3659
O 0.0569 2.6734 0.8179
P -0.2082 3.5978 -0.5458
O 0.0720 5.0047 -0.1750
O 0.5148 2.9220 -1.6666
O -1.7969 3.3627 -0.7077
P -2.6756 2.0079 -0.4700
O -2.6033 1.8681 1.1444
O -4.0797 2.2371 -0.8690
O -1.9292 0.8507 -1.0877
H 0.5815 3.2048 1.4210
H -1.6771 1.9715 1.4093
C -5.7274 -0.1616 3.1764
C -5.7609 0.0944 1.8151
C -4.7642 -0.3955 0.9805
C -3.7196 -1.1425 1.5089
C -3.6699 -1.3658 2.8828
C -4.6737 -0.8909 3.7125
As -2.2084 -1.7557 0.4189
C -2.3741 -3.6562 0.8853
C -1.8621 -4.2912 2.0075
C -2.0137 -5.6624 2.1656
C -2.6587 -6.4067 1.1851
C -3.1513 -5.7847 0.0478
C -3.0130 -4.4075 -0.1071
C -3.4784 -3.6174 -1.2606
C -4.1394 -4.1412 -2.3686
C -4.5320 -3.2980 -3.3967
C -4.2622 -1.9380 -3.3247
C -3.5925 -1.4029 -2.2309
C -3.2053 -2.2421 -1.1938
H -6.5062 0.2256 3.8233
H -6.5497 0.7043 1.3924
H -4.7739 -0.1377 -0.0702
H -2.8392 -1.9115 3.3169
H -4.6235 -1.0746 4.7799
H -1.3264 -3.7230 2.7596
H -1.6174 -6.1535 3.0465
H -2.7670 -7.4786 1.3042
H -3.6400 -6.3764 -0.7175
H -4.3483 -5.2030 -2.4315
H -5.0496 -3.7032 -4.2589
H -4.5658 -1.2820 -4.1318
H -3.3503 -0.3479 -2.1738
*
```

Calculated values
M	832.3	g/mol
HOMO energy	-0.0975	Ha
energy relative to the best compared isomer or geometry (same formula, charge and spin)	5.1	kcal per mole
gap between HOMO and LUMO	6.3	eV

=====

DFT (the ωB97M-V functional and the def2-TZVPD basis) results for a structure of composition C34H25ClN5O5RuS2.

The geometry in ORCA input format:
```
! RIJCOSX wB97M-V def2-TZVPD def2/J DEFGRID3
* xyz 0 6
Ru -0.6166 -2.1679 0.4483
O -0.6563 -0.5893 -3.9987
C -0.9282 -0.9878 -2.8898
O -0.2001 -0.7270 -1.7922
C -2.1717 -1.7437 -2.5711
C -3.2796 -1.7758 -3.4068
C -4.4428 -2.3689 -2.9817
C -4.5463 -2.8313 -1.6767
C -3.3607 -2.7389 -0.8879
N -2.2213 -2.2931 -1.3092
C -3.5126 -3.0883 0.5913
O -4.6556 -3.2666 0.9577
O -2.4331 -2.9368 1.3066
H -3.1095 -1.2334 -4.3576
H -5.2760 -2.4612 -3.6502
H -5.4443 -3.2338 -1.2083
S 6.9263 -3.5739 1.4470
N 5.9112 -4.0339 0.2702
C 4.7269 -3.4823 0.5076
C 3.5766 -3.5704 -0.3328
C 3.5360 -4.1825 -1.5639
C 2.4503 -4.0319 -2.4132
C 1.3417 -3.4142 -1.8847
N 1.2500 -2.9427 -0.6263
C 2.3906 -2.9053 0.1319
C 2.3749 -2.1708 1.3549
N 1.1800 -1.5246 1.7045
C 1.1663 -0.8644 2.8851
C 2.2087 -0.7676 3.7109
C 3.4530 -1.3428 3.3591
C 3.5621 -2.0469 2.2343
C 4.7141 -2.7113 1.7288
N 5.9060 -2.7048 2.3178
H 4.4177 -4.7360 -1.9427
H 2.3481 -4.4057 -3.4462
H 0.4694 -3.2637 -2.5006
H 0.2362 -0.3031 3.1561
H 2.1652 -0.2164 4.6635
H 4.2296 -1.2026 4.1097
Cl 0.8525 5.9694 -1.2288
C 0.9522 4.2600 -1.4394
C 1.4769 3.4988 -0.4266
C 1.4648 2.1189 -0.5861
C 0.9288 1.4823 -1.7019
C 1.0715 -0.0422 -1.8967
C 0.5148 2.2849 -2.7235
C 0.4728 3.6721 -2.5763
H 1.8815 3.9903 0.5011
H 1.9084 1.5193 0.2030
H 1.7199 -0.4204 -1.0741
H 1.4842 -0.3211 -2.8642
H 0.1749 1.8053 -3.6393
H 0.0277 4.2604 -3.4062
C -0.6214 6.0948 2.2815
C -1.0225 4.7103 1.8163
C -1.5892 4.4882 0.5263
C -2.0343 3.2197 0.2015
C -1.9828 2.1697 1.0655
C -1.5328 2.3924 2.3262
C -0.9857 3.6237 2.6894
S -2.4849 0.4996 0.5670
C -3.7102 0.0836 1.7947
O -3.2307 0.6228 -0.7242
H -0.2620 6.6989 1.4201
H 0.2002 6.0573 3.0258
H -1.5145 6.4983 2.7831
H -1.6477 5.3306 -0.2026
H -2.4097 3.0208 -0.7849
H -1.4265 1.5971 3.0261
H -0.6287 3.7356 3.6946
H -4.3565 0.8850 1.9937
H -3.1618 -0.2855 2.6565
H -4.2153 -0.6793 1.2577
*
```

Calculated values
M	784.3	g/mol
HOMO energy (alpha / beta)	-0.2030 / -0.3191	Ha
energy relative to the best compared isomer or geometry (same formula, charge and spin)	13.8	kcal per mole
gap between HOMO and LUMO (alpha / beta)	5.1 / 7.9	eV

=====

Which value of M does entry 3 give?
919.3 g/mol

=====

M of number 6 (C34H25ClN5O5RuS2)?
784.3 g/mol